[1]
Density functional theory data (the ωB97M-V functional and the def2-TZVPD basis) for an isolated molecule of C5H18Si3.

```
26
Properties=species:S:1:pos:R:3:forces:R:3
C -4.5386 1.2528 0.7046 2.93 -1.65 1.40
Si -3.7488 -0.2077 -0.3331 -0.71 2.42 -0.79
Si -1.5762 -1.0753 0.1759 0.76 0.22 -0.65
Si 0.4943 0.1097 -1.1266 -0.97 -1.94 -0.75
C 2.0690 -0.0375 -0.1228 1.21 -0.87 0.85
C 2.1015 0.9667 1.0212 2.21 0.76 0.51
C 2.1974 -1.4666 0.3960 -0.49 -2.61 0.43
C 3.2999 0.2054 -1.0475 0.21 1.71 3.38
H -3.6996 1.4135 1.4782 -1.58 0.18 -0.69
H -4.5306 2.0872 0.0573 -0.43 1.03 -0.46
H -5.4816 1.0109 1.1890 0.10 0.15 -0.13
H -4.8667 -1.1643 -0.3011 0.29 -0.65 -0.32
H -3.6836 0.5526 -1.7535 0.10 -1.26 1.21
H -2.0140 -2.5300 0.2093 0.68 0.32 -0.48
H -0.9262 -0.9634 1.5112 -0.48 0.34 0.18
H 0.1084 1.5216 -1.2278 -0.10 0.22 -0.20
H 0.9014 -0.5348 -2.5261 -0.73 0.71 1.25
H 2.1734 1.9110 0.4718 0.16 0.42 0.68
H 1.2702 1.0517 1.6987 -0.67 -0.40 0.04
H 3.0470 0.8554 1.7310 -1.68 0.12 -1.66
H 3.0365 -1.8380 1.1226 -1.33 1.49 -1.08
H 2.2954 -2.1804 -0.4439 0.20 0.38 -0.02
H 1.2111 -1.8237 0.7941 0.87 0.41 0.35
H 4.1954 0.2926 -0.3540 -0.76 -0.42 -0.96
H 3.3929 -0.5338 -1.7451 0.47 -2.19 -1.66
H 3.2720 1.1245 -1.5795 -0.26 1.09 -0.43
```
Positions in Å, forces in eV/Å.

For the molar mass, the calculation gives 162.457 g/mol. The spin multiplicity is 1. Its SMILES is C[SiH2][SiH2][SiH2]C(C)(C)C. The frontier orbital gap comes out at 9.43 eV.

Atom charges from the Löwdin analysis, given in e for atoms 1 to 6:
1. C -0.329
2. Si 0.403
3. Si 0.371
4. Si 0.616
5. C -0.809
6. C -0.135

***

[2]
Density functional theory data (the ωB97M-V functional and the def2-TZVPD basis) for a 2-piece molecular cluster, C5H19ClNO3Si2 overall.

```
31
Properties=species:S:1:pos:R:3:forces:R:3
C 3.6966 -0.8386 0.9713 0.03 -0.09 -0.05
O 3.6193 0.5045 0.5553 -0.04 0.12 0.08
C 3.0804 0.6885 -0.7449 0.05 -0.13 0.12
Si 2.0136 2.2127 -0.6595 0.46 0.10 0.12
Cl 1.0153 2.3479 -2.4559 -0.13 -0.02 -0.12
O 0.9528 2.0234 0.5704 -0.28 0.05 -0.32
Si -0.5859 2.5292 0.8769 -0.05 0.24 0.24
C -1.5625 0.9891 1.3277 0.17 -0.12 -0.07
C -1.2439 -0.2179 0.4753 -0.19 0.06 -0.06
C -1.6278 -0.0978 -0.9902 -0.16 0.04 0.05
O -1.9974 -1.3781 1.0088 -0.40 0.12 -0.40
H 2.7010 -1.3018 0.9824 0.02 -0.01 0.00
H 4.0975 -0.8441 1.9820 0.01 0.01 0.00
H 4.3527 -1.4300 0.3232 -0.01 0.04 -0.02
H 3.8816 0.7868 -1.4875 -0.07 -0.07 -0.06
H 2.4522 -0.1641 -1.0414 0.03 0.01 -0.03
H 2.7670 3.4590 -0.4944 -0.02 0.02 0.02
H -0.5835 3.4424 2.0302 -0.01 -0.02 0.03
H -1.1792 3.2264 -0.2825 0.05 -0.12 -0.07
H -2.6382 1.1967 1.2825 0.02 0.10 0.05
H -1.3001 0.7560 2.3625 -0.11 -0.01 0.04
H -0.1898 -0.4768 0.5667 -0.06 -0.18 0.13
H -1.0457 0.5884 -1.6053 0.24 0.06 0.31
H -2.6675 0.2376 -1.0700 -0.04 -0.19 -0.07
H -1.5037 -1.0927 -1.4163 -0.06 0.12 -0.38
H -2.9159 -1.0520 1.0569 0.40 -0.02 0.44
N -2.7267 -3.2294 -0.8261 0.04 -0.28 0.03
H -1.9398 -3.2946 -1.4716 -0.07 -0.14 -0.08
H -3.5121 -2.7862 -1.3016 0.01 -0.01 -0.03
H -2.9985 -4.1622 -0.5142 0.03 0.00 -0.03
H -2.4119 -2.6223 -0.0104 0.14 0.33 0.13
```
Positions in Å, forces in eV/Å.

For the molar mass, the calculation gives 232.836 g/mol. The spin multiplicity is 1. The frontier orbital gap comes out at 8.30 eV. As for the net charge: +1.

Atom charges from the Löwdin analysis, given in e for atoms 1 to 6:
1. C -0.112
2. O -0.254
3. C -0.325
4. Si 0.142
5. Cl 0.334
6. O -0.394

***

[3]
Density functional theory data (the ωB97M-V functional and the def2-TZVPD basis) for a 4-piece molecular cluster, C5H19N2O4 overall.

```
30
Properties=species:S:1:pos:R:3:forces:R:3
O -0.5977 -2.4460 -1.4772 -0.56 -0.28 -0.70
C -0.7727 -1.4814 -2.1689 0.82 0.64 1.20
C -0.3167 -0.1258 -1.6468 0.07 1.21 1.36
C -1.5274 0.7461 -1.2972 0.08 1.92 -1.16
C -1.1543 2.1671 -0.7149 1.35 -1.03 -0.65
C -1.7320 1.9739 1.6580 0.51 -2.38 0.21
N -0.6675 2.0437 0.6662 -0.23 0.83 -0.21
N 0.4885 -0.2650 -0.3767 0.51 -1.37 0.02
H -1.2899 -1.4669 -3.1192 -0.25 -0.24 -0.55
H 0.3557 0.4273 -2.3056 -0.34 -0.24 -0.51
H -2.1133 0.2962 -0.5172 -0.66 -0.67 -0.11
H -2.0941 0.9539 -2.2489 0.16 -0.53 1.10
H -2.0022 2.8370 -0.8477 -0.04 0.11 0.15
H -0.2841 2.5493 -1.2840 -0.62 0.06 -0.03
H -1.2587 1.7861 2.6287 -0.42 0.45 -0.04
H -2.2421 1.0398 1.4120 -0.10 -0.30 0.34
H -2.5692 2.6400 1.6802 0.10 1.42 -0.09
H 0.0085 2.7759 0.8661 -0.33 0.03 0.02
H 0.2358 0.4101 0.3914 -0.08 0.22 -0.77
H 0.4101 -1.2375 0.0089 0.12 0.41 -0.28
H 1.5000 -0.2160 -0.6167 -0.62 -0.19 0.47
H 1.1021 -3.8429 0.9402 0.00 0.08 0.11
H -0.2232 -3.3361 0.3770 -0.07 -0.16 -0.16
O 0.6047 -3.0382 0.7595 0.20 -0.04 0.45
H 1.6928 -0.7970 3.0254 0.02 0.02 0.33
H 2.6614 0.4215 2.8536 -0.18 -0.22 0.27
O 2.2459 -0.3225 2.4043 0.15 0.23 -0.74
H 3.1720 -2.2538 -0.5215 -0.21 -0.17 -0.22
H 3.4322 -0.9118 0.0937 -0.01 0.09 0.06
O 2.9355 -1.3270 -0.6228 0.64 0.12 0.16
```
Positions in Å, forces in eV/Å.

For the molar mass, the calculation gives 171.217 g/mol. The spin multiplicity is 1. The frontier orbital gap comes out at 10.29 eV. As for the net charge: +1.

Atom charges from the Löwdin analysis, given in e for atoms 1 to 6:
1. O 0.081
2. C -0.145
3. C -0.234
4. C -0.121
5. C -0.190
6. C -0.101

***

[4]
Density functional theory data (the ωB97M-V functional and the def2-TZVPD basis) for C5H19N2OPb as an isolated structure.

```
28
Properties=species:S:1:pos:R:3:forces:R:3
C -1.3456 0.4920 -2.4105 -0.95 0.79 -1.02
Pb 0.3235 1.5463 -1.4335 0.70 -2.50 1.79
N 2.8367 0.6507 0.0913 -0.05 -0.06 0.11
N 1.6555 -0.3357 -2.4446 0.04 0.70 0.21
H 2.1588 -0.0708 0.3725 0.33 0.34 -0.03
H 1.6316 2.6527 -0.8658 -1.18 -0.62 -0.63
H -2.2624 1.0430 -2.1490 0.38 -0.17 -0.13
H -1.4625 -0.5519 -2.0997 0.71 0.45 0.38
H -1.1973 0.5474 -3.4990 -0.03 0.09 0.37
H 1.4038 -1.0528 -1.7595 0.07 0.12 -0.14
H 2.6719 -0.1918 -2.4358 -0.57 -0.17 -0.05
H 1.3518 -0.6245 -3.3735 0.17 -0.04 0.20
H 3.6770 0.2195 -0.2858 -0.05 0.03 0.33
H 3.0978 1.1715 0.9305 0.01 -0.25 -0.28
C -2.1569 0.2850 0.9030 -0.10 -0.11 0.03
C -0.7681 -0.2961 1.1783 -0.65 0.31 0.88
C -0.2028 0.3056 2.4711 0.03 0.03 0.05
C -0.9245 -1.7997 1.3996 0.08 -0.25 -0.14
O 0.1116 -0.0770 0.1143 0.85 0.90 -1.51
H -2.8139 0.0654 1.7569 0.06 0.18 -0.35
H -2.5884 -0.1686 0.0016 0.00 0.06 0.24
H -2.1276 1.3752 0.7637 0.05 -0.07 0.08
H -0.8893 0.1416 3.3146 0.21 0.09 -0.23
H 0.7506 -0.1818 2.7133 -0.15 0.17 -0.02
H -0.0351 1.3857 2.3645 -0.03 -0.15 0.02
H -1.3462 -2.2825 0.5112 0.04 0.04 0.11
H 0.0433 -2.2622 1.6211 -0.12 0.07 -0.05
H -1.5933 -1.9863 2.2494 0.15 0.01 -0.21
```
Positions in Å, forces in eV/Å.

For the molar mass, the calculation gives 330.420 g/mol. The spin multiplicity is 1. The frontier orbital gap comes out at 7.84 eV. As for the net charge: +1.

Atom charges from the Löwdin analysis, given in e for atoms 1 to 6:
1. C -0.227
2. Pb 1.436
3. N -0.024
4. N 0.015
5. H 0.004
6. H -0.003

***

[5]
Density functional theory data (the ωB97M-V functional and the def2-TZVPD basis) for a 4-piece molecular cluster, C5H19N3O3 overall.

```
30
Properties=species:S:1:pos:R:3:forces:R:3
H -1.1985 -3.1563 2.0541 0.41 1.14 -0.44
N -0.6477 -2.3684 1.6144 -1.25 -3.21 -0.01
C -0.3279 -2.7492 0.4272 2.38 4.88 1.53
N 0.5700 -1.7383 -0.1943 -2.19 -6.67 -2.17
C 0.2859 -1.6799 -1.6147 0.96 0.79 -2.79
C 1.0940 -0.4263 -2.2394 -2.17 0.53 -0.21
C 0.9641 1.0354 -1.5559 2.78 -2.83 -1.29
C -0.4128 1.5335 -1.9283 -0.56 -0.01 1.01
N -0.9158 2.2052 -0.6664 -2.62 1.07 -1.45
H -0.6543 -3.5933 -0.1240 -0.03 -0.83 -0.52
H 0.4682 -0.9906 0.3753 -0.27 3.41 1.61
H -0.8176 -1.5906 -1.9459 1.37 -0.22 0.87
H 0.7205 -2.6828 -2.1585 -1.07 2.42 1.38
H 0.8443 -0.2581 -3.3532 0.37 -0.58 1.65
H 2.0933 -0.6742 -2.1344 2.11 -0.71 -0.17
H 1.9734 1.4847 -1.8971 -2.09 0.31 -0.38
H 1.2750 0.9912 -0.4903 -1.31 -0.18 -0.26
H -1.0812 0.6437 -2.2419 1.00 1.42 0.80
H -0.4085 2.2196 -2.7925 0.07 -0.23 0.31
H -0.8389 3.2217 -0.9043 -0.14 -0.93 0.64
H -1.9880 2.0653 -0.6171 2.23 0.23 0.06
O -2.6249 0.8285 1.9556 -1.92 -0.77 -0.96
H -2.2277 1.6622 2.0391 0.99 1.78 0.18
H -2.0819 0.2324 2.4268 1.01 -1.06 0.69
O 1.1011 2.5647 2.0913 -0.73 -0.94 -2.24
H 0.6901 2.4937 1.1222 1.22 -0.36 3.12
H 1.4659 1.6829 2.3732 -0.71 1.14 -0.98
O 1.1581 -0.9437 3.2971 1.62 -0.52 -1.19
H 0.6284 -1.7489 3.1891 -0.47 0.99 0.35
H 0.8938 -0.2643 3.8926 -1.00 -0.07 0.85
```
Positions in Å, forces in eV/Å.

For the molar mass, the calculation gives 169.225 g/mol. The spin multiplicity is 1. Its SMILES is [H]/N=C/NCCCCN.O.O.O. The frontier orbital gap comes out at 10.15 eV.

Atom charges from the Löwdin analysis, given in e for atoms 1 to 6:
1. H 0.073
2. N 0.051
3. C -0.202
4. N -0.009
5. C -0.247
6. C -0.189

***

[6]
Density functional theory data (the ωB97M-V functional and the def2-TZVPD basis) for C5H19N8O5Tl as an isolated structure.

```
38
Properties=species:S:1:pos:R:3:forces:R:3
Tl -1.3495 -0.6717 1.1992 0.15 -0.10 0.03
C -3.6363 3.7863 -2.0332 2.86 -2.70 0.07
O -2.8251 2.9923 -1.1819 -2.26 2.37 -2.20
H -3.6705 3.4738 -3.0768 0.08 -0.61 0.16
H -4.6401 3.7552 -1.6094 -0.89 0.14 0.89
H -3.4175 4.8537 -2.0612 0.20 0.79 1.04
C -3.5850 -5.2515 4.2363 -1.03 1.08 -0.61
O -3.2881 -4.3878 3.4089 0.03 0.24 -0.22
N -4.8363 -5.5951 4.5468 -1.27 0.44 -0.82
N -2.7244 -5.8820 4.9759 3.78 -1.56 1.61
H -5.0005 -6.2788 5.2718 -0.60 0.51 -0.29
H -5.5001 -4.9758 4.1042 -0.57 -0.69 0.47
H -1.7456 -5.6685 4.8475 -0.22 -0.18 -0.02
H -2.9367 -6.6773 5.5612 -0.05 0.29 -0.19
C 3.3749 0.8776 -1.9511 -0.14 -2.30 1.27
O 2.6578 0.4754 -1.0605 -2.52 0.46 1.89
N 3.5322 2.0833 -2.3802 -0.47 3.81 -0.78
N 4.1380 -0.0086 -2.5082 2.65 -2.34 -2.27
H 4.1805 2.2465 -3.1373 -0.48 0.42 0.11
H 2.7597 2.7024 -2.1803 0.55 0.34 -0.19
H 4.0442 -0.9785 -2.2426 0.28 0.33 -0.06
H 4.8615 0.3095 -3.1370 0.03 -0.72 0.04
C -0.9008 -0.5802 -4.5067 1.09 -4.49 -1.48
O -1.2198 -0.7957 -3.3961 -1.84 -1.75 5.74
N -0.5355 -1.4955 -5.3979 0.22 -2.14 -0.72
N -0.7677 0.5748 -4.9237 0.46 8.02 -2.74
H -0.4475 -2.4411 -5.0539 -0.06 0.08 -0.64
H -0.3745 -1.2128 -6.3540 0.04 -0.75 0.22
H -0.9934 1.3038 -4.2621 0.19 0.23 -0.70
H -0.3952 0.7070 -5.8532 -0.11 0.86 0.43
C 2.6736 2.6970 3.6227 -1.23 -1.80 1.07
O 1.6391 2.2404 3.1589 -1.30 -1.10 -0.40
N 3.2181 2.3325 4.7677 0.88 -1.25 2.60
N 3.3189 3.6154 3.0093 2.36 3.75 -3.43
H 4.0586 2.7813 5.1026 -0.20 -0.14 -0.11
H 2.9991 1.4521 5.2116 -0.33 0.35 -0.15
H 4.2440 3.9390 3.2535 -0.21 -0.25 0.12
H 3.0902 3.7019 2.0294 -0.09 0.35 0.23
```
Positions in Å, forces in eV/Å.

For the molar mass, the calculation gives 475.641 g/mol. The spin multiplicity is 1. The frontier orbital gap comes out at 1.53 eV. As for the net charge: +2.

Atom charges from the Löwdin analysis, given in e for atoms 1 to 6:
1. Tl 0.954
2. C -0.050
3. O 0.113
4. H 0.100
5. H 0.161
6. H 0.142

***

[7]
Density functional theory data (the ωB97M-V functional and the def2-TZVPD basis) for C5H20BrN10O5 as an isolated structure.

```
41
Properties=species:S:1:pos:R:3:forces:R:3
Br 0.9061 -0.2941 0.2439 9.00 -4.46 0.58
C 0.1414 -3.1625 1.0484 2.52 0.76 -2.33
O 1.3076 -3.2024 0.6600 0.57 -0.71 0.57
N -0.6190 -2.1212 0.8294 -3.88 -3.40 0.90
N -0.4672 -4.1735 1.6240 -1.46 -2.90 1.91
H -1.5990 -2.2276 1.0491 0.30 0.39 -0.14
H -0.1566 -1.3345 0.3964 -2.58 -2.67 -0.13
H -1.4737 -4.1174 1.6869 0.34 -0.56 0.19
H 0.0384 -5.0423 1.7214 -0.35 0.23 -0.08
C 3.2042 0.6337 1.8858 2.17 1.99 1.39
O 3.2431 -0.5155 1.8063 0.07 -7.06 -0.98
N 4.1214 1.2891 2.5695 3.17 2.45 2.84
N 2.4197 1.4767 1.3280 -2.11 4.33 -1.23
H 4.7875 0.7533 3.1073 -0.42 0.18 0.25
H 3.6818 2.1157 2.9484 1.21 0.16 0.62
H 2.2232 2.3235 1.8422 -0.17 -0.04 -0.54
H 1.7128 0.9325 0.8543 0.02 2.37 0.56
C -2.6545 0.0872 0.8146 0.15 -0.37 1.95
O -3.7685 -0.1724 1.2085 -2.16 -0.41 1.08
N -1.5204 -0.0707 1.4902 -1.25 1.40 2.25
N -2.4281 0.4883 -0.4099 -0.72 1.08 -1.95
H -1.4753 -0.1909 2.4920 -0.36 -0.16 -0.44
H -0.6558 0.0047 0.9736 -0.95 0.85 1.28
H -3.2390 0.7841 -0.9343 0.40 0.30 0.11
H -1.4862 0.7965 -0.6045 -1.45 0.84 0.08
C -0.1697 -1.1046 -2.8108 -0.26 1.16 2.27
O 0.9503 -1.4637 -2.6975 4.33 -1.58 -0.58
N -0.9272 -1.3730 -3.8266 -2.86 -1.16 -4.22
N -0.7366 -0.3976 -1.8505 -1.87 0.03 -2.69
H -1.7906 -0.8646 -3.9540 0.27 -0.26 -0.14
H -0.5066 -1.8284 -4.6241 -0.17 0.13 0.23
H -1.7270 -0.2001 -1.8348 0.86 -0.66 -0.30
H -0.0558 -0.1399 -1.1504 -1.25 -0.49 -1.02
C -0.5132 2.7958 -0.5622 -3.64 1.71 3.38
O -1.3328 2.8033 0.3725 0.61 0.63 0.05
N -0.4311 3.7168 -1.4730 -0.66 4.08 -2.72
N 0.3041 1.8904 -0.8285 2.99 -1.00 -2.24
H -0.7139 4.6509 -1.2128 0.13 -0.11 -0.75
H 0.1408 3.4111 -2.2473 -0.30 1.54 -0.15
H 0.9432 2.0334 -1.5974 0.09 -0.60 0.40
H 0.3221 1.0098 -0.3342 -0.32 2.01 -0.26
```
Positions in Å, forces in eV/Å.

For the molar mass, the calculation gives 380.184 g/mol. The spin multiplicity is 1. The frontier orbital gap comes out at 7.72 eV. As for the net charge: -1.

Atom charges from the Löwdin analysis, given in e for atoms 1 to 6:
1. Br 1.186
2. C -0.767
3. O -0.018
4. N 0.031
5. N 0.142
6. H 0.108

***

[8]
Density functional theory data (the ωB97M-V functional and the def2-TZVPD basis) for C5H20FeN4O6 as an isolated structure.

```
36
Properties=species:S:1:pos:R:3:forces:R:3
Fe 0.3378 -0.2557 0.1282 0.74 2.30 0.76
C -0.0591 2.6202 1.9297 0.56 0.43 -0.42
C 1.2315 1.8580 2.2263 0.04 0.08 0.32
O 1.3459 0.6776 1.5462 -0.16 -1.02 -0.62
H -0.9159 2.0978 2.3513 -0.16 0.14 -0.02
H -0.1575 2.7065 0.8439 -0.16 -0.29 0.05
H 0.0258 3.6566 2.2789 -0.25 -0.15 0.39
H 1.2874 1.6708 3.3204 -0.04 0.10 -0.05
H 2.0895 2.5290 2.0162 -0.08 -0.01 -0.09
C -1.4293 1.9694 -1.5277 0.05 -0.24 0.46
O -0.3646 1.2290 -1.0967 -0.06 -0.53 -0.18
H -1.3405 2.2291 -2.5956 -0.16 0.09 -0.03
H -2.4273 1.4727 -1.4069 -0.02 -0.03 -0.26
H -1.5724 2.9128 -0.9629 0.15 0.04 -0.10
C 2.7633 -0.7581 -2.0505 -0.05 -0.15 -0.13
O 2.0828 -0.4120 -1.1095 0.27 -0.02 -0.05
N 3.8602 -0.0488 -2.4535 0.24 -0.03 -0.42
N 2.5359 -1.9260 -2.7399 0.30 0.01 -0.31
H 3.9773 0.8914 -2.1184 -0.31 -0.02 0.24
H 4.2760 -0.2274 -3.3513 -0.03 -0.10 0.05
H 2.9888 -2.1277 -3.6126 0.08 0.05 0.07
H 1.8034 -2.5490 -2.4637 -0.20 0.26 0.22
C -2.4859 -0.7903 1.4634 -0.51 0.52 0.15
O -1.2951 -0.5195 1.4931 -0.04 -0.58 0.25
N -3.0767 -1.4790 2.4946 -0.03 -0.06 -0.46
N -3.3029 -0.3855 0.4556 0.03 -0.45 0.08
H -2.5576 -1.5442 3.3494 0.04 -0.01 0.05
H -4.0659 -1.6456 2.5053 0.01 0.08 0.15
H -2.8950 0.1125 -0.3196 0.11 0.13 0.07
H -4.2949 -0.5316 0.4807 0.04 0.04 -0.02
O 1.2420 -2.2762 0.8202 -0.41 -0.64 -0.15
H 0.7121 -2.8052 1.4251 0.05 0.17 0.20
H 2.1468 -2.5854 0.9229 0.11 0.31 0.01
O -0.6872 -1.6453 -1.1888 -0.23 -0.79 -0.26
H -0.6422 -2.5926 -1.0219 0.00 0.00 0.05
H -1.1363 -1.5282 -2.0316 0.07 0.35 0.01
```
Positions in Å, forces in eV/Å.

For the molar mass, the calculation gives 288.082 g/mol. The spin multiplicity is 5. The frontier orbital gap (alpha / beta) comes out at 6.23 / 5.88 eV.

Atom charges from the Löwdin analysis, given in e for atoms 1 to 6:
1. Fe 0.722
2. C -0.106
3. C -0.456
4. O -0.349
5. H 0.055
6. H 0.043